Entry 1:
{
  "formula": "C23H45Cl3CoN2O3PSi",
  "method": "ωB97M-V/def2-TZVPD",
  "symbols": ["C", "C", "H", "H", "H", "C", "C", "H", "H", "H", "H", "Co", "Cl", "Cl", "H", "H", "C", "C", "N", "H", "C", "O", "H", "H", "H", "H", "H", "H", "C", "C", "N", "H", "C", "O", "H", "H", "H", "H", "O", "C", "C", "C", "H", "C", "H", "C", "H", "C", "C", "H", "H", "H", "Si", "Cl", "C", "C", "C", "H", "H", "H", "H", "H", "H", "H", "H", "H", "C", "P", "C", "C", "H", "H", "H", "H", "H", "H", "H", "H", "H"],
  "coordinates": [[2.149, 2.972, 1.965], [1.314, 2.986, 0.731], [3.217, 2.959, 1.712], [1.925, 2.112, 2.607], [1.935, 3.889, 2.537], [1.283, 4.057, -0.072], [2.308, 5.152, -0.076], [0.423, 4.231, -0.720], [3.263, 4.846, -0.535], [2.543, 5.552, 0.923], [1.923, 5.980, -0.683], [3.025, -1.729, 3.041], [-2.190, -1.001, 2.715], [1.336, -1.568, 4.352], [-1.620, -4.268, -1.517], [-2.266, -5.591, 0.386], [-0.692, -3.932, -1.034], [-1.312, -5.369, 0.879], [-0.819, -4.060, 0.427], [-0.501, -2.888, -1.282], [0.011, -3.313, 1.238], [0.796, -2.447, 0.851], [-1.460, -5.392, 1.966], [-0.121, -3.507, 2.327], [0.129, -4.562, -1.404], [-0.619, -6.178, 0.609], [2.365, 2.017, -2.114], [0.377, 3.639, -2.671], [2.132, 1.641, -3.123], [0.152, 3.006, -3.541], [0.693, 1.674, -3.342], [2.494, 0.616, -3.228], [-0.085, 0.614, -3.006], [0.303, -0.552, -2.930], [-0.930, 2.960, -3.691], [-1.144, 0.884, -2.827], [2.608, 2.297, -3.863], [0.616, 3.475, -4.419], [0.664, 0.936, -0.478], [0.363, 1.774, 0.497], [-1.824, 2.690, -0.544], [-1.090, 2.338, 0.591], [-1.408, 2.452, -1.531], [-3.096, 3.270, -0.400], [0.491, 1.124, 1.373], [-1.625, 2.557, 1.866], [-3.684, 3.519, -1.289], [-3.604, 3.532, 0.873], [-2.872, 3.170, 2.010], [-1.039, 2.240, 2.737], [-4.581, 4.015, 0.992], [-3.251, 3.375, 3.018], [3.182, -1.908, 0.075], [3.297, -0.105, 1.680], [2.274, -2.197, -1.513], [3.454, -3.387, 1.271], [4.921, -1.610, -0.644], [1.423, -1.518, -1.618], [1.903, -3.225, -1.490], [2.901, -2.079, -2.407], [4.917, -1.095, -1.615], [5.319, -2.624, -0.793], [5.580, -1.067, 0.042], [3.058, -4.270, 0.757], [2.907, -3.397, 2.258], [4.526, -3.555, 1.420], [-4.738, 0.021, 1.376], [-3.463, -1.198, 1.124], [-4.025, -2.896, 1.217], [-2.417, -0.857, -0.293], [-5.096, -0.045, 2.415], [-5.570, -0.186, 0.686], [-4.360, 1.038, 1.189], [-4.820, -3.071, 0.477], [-3.179, -3.575, 1.025], [-4.431, -3.082, 2.223], [-2.903, -1.198, -1.220], [-2.228, 0.226, -0.369], [-1.435, -1.336, -0.173]],
  "forces_ev_per_a": [[0.603, 0.078, 0.168], [-0.996, 0.288, -0.588], [-0.023, 0.014, 0.275], [0.068, 0.175, -0.239], [0.235, -0.190, -0.062], [0.076, -0.272, 0.376], [0.004, 0.559, -0.047], [0.286, -0.466, -0.201], [-0.225, -0.044, 0.158], [-0.074, -0.154, -0.178], [0.203, 0.053, 0.135], [-0.283, -0.756, 0.886], [2.523, 0.290, 3.344], [-0.352, -0.338, 0.670], [0.148, 0.149, 0.236], [0.112, 0.144, 0.148], [-0.035, -0.013, 0.428], [0.084, 0.335, 0.041], [0.483, -0.275, -0.083], [0.052, -0.152, -0.108], [0.214, 0.548, 0.047], [-1.074, -1.075, 0.084], [0.057, 0.171, -0.252], [0.039, -0.030, -0.438], [-0.096, 0.129, -0.002], [0.021, 0.149, 0.023], [-0.182, -0.243, -0.183], [-0.142, -0.079, -0.171], [-0.094, 0.092, 0.047], [0.074, -0.170, 0.396], [0.119, 0.160, -0.338], [-0.046, 0.139, 0.041], [0.456, -0.686, 0.418], [-0.552, 1.031, -0.465], [0.142, 0.008, 0.015], [0.200, -0.076, -0.306], [0.006, -0.228, 0.001], [-0.117, -0.166, 0.031], [0.080, 0.221, -2.383], [-0.407, -0.544, 1.540], [-0.447, -0.097, 0.239], [0.657, -0.040, -0.078], [-0.191, 0.202, 0.556], [0.356, -0.101, -0.082], [-0.380, 0.551, 1.270], [-0.304, 0.207, -0.204], [0.154, -0.015, 0.289], [-0.194, 0.114, 0.098], [0.334, -0.040, 0.069], [-0.274, 0.145, -0.299], [0.348, -0.208, -0.092], [-0.002, -0.108, -0.438], [1.591, 0.599, 0.413], [0.076, -0.216, -2.608], [-0.621, 0.090, 0.175], [-0.186, 0.343, -0.173], [0.028, 0.255, 0.461], [0.033, -0.136, 0.026], [-0.072, 0.087, 0.025], [0.087, 0.105, 0.462], [-0.120, -0.113, 0.328], [0.093, 0.112, -0.102], [0.017, -0.186, -0.120], [-0.073, 0.021, 0.082], [0.206, -0.149, -0.463], [-0.130, 0.101, 0.043], [-0.752, -0.188, -0.350], [-1.529, 0.051, -3.329], [-0.563, -0.040, -0.370], [-0.130, -0.134, -0.427], [0.035, 0.105, -0.028], [0.028, 0.349, 0.402], [0.085, -0.397, 0.070], [0.190, -0.287, 0.267], [-0.284, 0.362, 0.128], [0.150, -0.060, -0.048], [0.388, 0.113, 0.140], [-0.073, -0.390, 0.166], [-0.120, 0.219, 0.036]],
  "homo_lumo_gap_ha": [0.1153, 0.2132],
  "charge": -1,
  "multiplicity": 4,
  "e_homo_ev": [-0.74, -3.41],
  "fmax_ev_per_a": 4.20,
  "relative_energy_kj_mol": 298.03,
  "energy_ha": -4632.7441,
  "s2": 3.7699
}



Entry 2:
{
  "formula": "C3H10N2O",
  "method": "ωB97M-V/def2-TZVPD",
  "symbols": ["C", "C", "N", "H", "H", "H", "H", "H", "H", "N", "C", "O", "H", "H", "H", "H"],
  "coordinates": [[-1.394, -1.002, -0.302], [-2.001, -0.926, -1.550], [-2.030, -0.629, 0.824], [-0.326, -1.266, -0.239], [-3.010, -1.200, -1.866], [-1.618, 0.022, -2.000], [1.527, -0.440, 1.186], [-2.983, -0.902, 1.033], [-1.410, -0.830, 1.600], [1.941, 1.833, 0.717], [1.400, 0.897, -0.209], [1.659, -0.462, 0.227], [2.870, 1.688, 1.117], [2.182, 2.704, 0.245], [0.261, 1.025, -0.189], [1.756, 1.081, -1.229]],
  "forces_ev_per_a": [[-1.174, 0.382, 1.827], [-0.637, 1.448, -1.384], [2.295, -2.588, -0.639], [-0.035, 0.703, 0.142], [0.284, -0.145, 0.401], [0.076, -1.017, -0.438], [0.280, 0.005, -0.025], [-0.478, 0.704, -0.522], [-0.272, 0.483, 0.582], [0.916, 1.666, 0.740], [-0.983, -0.768, 0.389], [-0.310, 0.874, -0.525], [-0.311, -1.275, -0.202], [-0.858, 0.160, -0.126], [1.202, 0.127, -0.275], [0.007, -0.760, 0.056]],
  "homo_lumo_gap_ha": [0.2782, 0.2336],
  "charge": 1,
  "multiplicity": 2,
  "e_homo_ev": [-12.99, -12.99],
  "fmax_ev_per_a": 3.52,
  "relative_energy_kj_mol": 298.93,
  "energy_ha": -304.6714,
  "s2": 0.7545
}



Entry 3:
{
  "formula": "C24H70N2O18",
  "method": "ωB97M-V/def2-TZVPD",
  "symbols": ["C", "O", "C", "C", "C", "N", "H", "H", "H", "H", "H", "H", "H", "H", "H", "H", "H", "C", "O", "C", "C", "C", "N", "H", "H", "H", "H", "H", "H", "H", "H", "H", "H", "H", "O", "C", "C", "O", "H", "H", "H", "H", "H", "H", "O", "C", "C", "O", "H", "H", "H", "H", "H", "H", "O", "C", "C", "O", "H", "H", "H", "H", "H", "H", "O", "C", "C", "O", "H", "H", "H", "H", "H", "H", "O", "C", "C", "O", "H", "H", "H", "H", "H", "H", "O", "C", "C", "O", "H", "H", "H", "H", "H", "H", "O", "C", "C", "O", "H", "H", "H", "H", "H", "H", "O", "C", "C", "O", "H", "H", "H", "H", "H", "H"],
  "coordinates": [[-4.695, -5.235, 2.140], [-4.160, -4.067, 2.510], [-2.793, -3.896, 2.151], [-2.410, -2.586, 2.833], [-3.388, -1.425, 2.674], [-1.184, -2.037, 2.317], [-5.018, -5.218, 1.099], [-5.456, -5.243, 2.921], [-4.024, -6.083, 2.275], [-2.135, -4.743, 2.346], [-2.652, -3.616, 1.107], [-2.192, -2.595, 3.901], [-4.364, -1.779, 3.006], [-3.685, -1.078, 1.684], [-3.106, -0.584, 3.307], [-0.922, -1.418, 3.071], [-0.657, -2.898, 2.348], [1.827, -2.649, -0.185], [2.017, -4.035, -0.132], [1.245, -4.822, 0.792], [1.501, -6.284, 0.464], [2.939, -6.761, 0.726], [1.235, -6.612, -0.929], [1.086, -2.380, -0.937], [2.752, -2.097, -0.352], [1.472, -2.289, 0.782], [1.481, -4.631, 1.839], [0.179, -4.614, 0.696], [0.852, -6.934, 1.051], [3.649, -6.295, 0.042], [3.108, -7.831, 0.849], [3.132, -6.377, 1.727], [0.455, -6.111, -1.329], [2.010, -6.248, -1.465], [-0.979, 2.704, -3.130], [-2.341, 2.907, -2.649], [-2.350, 4.100, -1.717], [-1.750, 3.706, -0.561], [-0.970, 2.237, -3.968], [-3.067, 2.982, -3.459], [-2.585, 1.974, -2.140], [-3.349, 4.478, -1.503], [-1.678, 4.892, -2.046], [-0.803, 3.769, -0.701], [0.955, 2.324, 1.466], [0.806, 3.625, 2.099], [0.479, 3.462, 3.575], [1.536, 2.810, 4.310], [0.909, 2.266, 0.508], [1.688, 4.254, 1.981], [0.058, 4.058, 1.436], [-0.437, 2.886, 3.706], [0.410, 4.396, 4.133], [1.679, 1.897, 4.048], [0.437, 4.764, -4.252], [0.694, 5.937, -3.457], [1.358, 5.532, -2.175], [0.572, 4.925, -1.183], [-0.053, 4.093, -3.771], [1.307, 6.438, -4.207], [-0.269, 6.447, -3.419], [1.912, 6.411, -1.847], [2.199, 4.891, -2.438], [0.207, 5.589, -0.593], [-4.156, 2.739, 0.145], [-4.299, 2.372, 1.510], [-4.201, 3.524, 2.526], [-2.881, 3.710, 2.994], [-3.225, 2.940, 0.029], [-5.244, 1.853, 1.667], [-3.505, 1.636, 1.634], [-4.752, 3.275, 3.434], [-4.591, 4.451, 2.107], [-2.841, 3.193, 3.802], [-1.032, -1.180, -0.379], [-0.791, 0.244, -0.177], [0.500, 0.512, -1.006], [0.732, 1.912, -1.120], [-1.082, -1.573, 0.496], [-1.562, 0.919, -0.547], [-0.568, 0.383, 0.881], [0.557, 0.025, -1.980], [1.229, -0.050, -0.422], [0.301, 2.175, -1.937], [1.956, 0.296, 2.913], [3.211, -0.384, 2.708], [4.275, 0.410, 1.871], [4.378, 1.650, 2.435], [1.678, 0.691, 2.084], [3.652, -0.610, 3.679], [3.111, -1.361, 2.237], [3.905, 0.480, 0.848], [5.190, -0.174, 1.782], [4.678, 2.330, 1.828], [-0.680, -5.374, -2.611], [-0.533, -4.064, -3.246], [-1.886, -3.376, -2.923], [-1.860, -2.016, -3.252], [-0.304, -6.030, -3.203], [0.301, -3.501, -2.827], [-0.299, -4.179, -4.305], [-2.217, -3.552, -1.899], [-2.681, -3.834, -3.510], [-1.792, -1.441, -2.487], [4.175, 1.111, -4.395], [3.871, 1.517, -3.100], [4.505, 2.853, -2.823], [4.414, 3.117, -1.478], [4.041, 0.161, -4.418], [2.846, 1.801, -2.861], [4.278, 0.884, -2.312], [3.964, 3.570, -3.440], [5.574, 2.816, -3.033], [4.985, 3.866, -1.291]],
  "forces_ev_per_a": [[-1.306, -1.637, 0.344], [3.286, 2.242, 0.141], [-0.789, 2.317, 0.285], [-0.774, 1.911, 0.472], [-2.218, -0.893, 0.438], [0.889, -1.076, -0.883], [-0.495, -0.208, -0.066], [-0.993, -1.304, -0.798], [0.133, -0.238, 0.087], [-0.158, -0.223, 0.487], [-0.361, -0.446, -0.666], [-0.890, -1.215, 0.414], [-0.112, 0.164, 0.600], [0.985, -0.088, -0.436], [0.168, 0.020, -0.141], [1.083, 0.182, -0.329], [1.717, 0.430, 0.021], [-0.647, 0.152, 0.748], [0.430, -0.962, 0.355], [0.364, 0.399, -0.575], [0.497, -1.345, -1.084], [-0.258, 1.057, 1.520], [0.039, -0.065, -0.459], [-0.017, 0.047, -0.040], [0.282, -0.392, -0.298], [-0.279, 0.203, 0.165], [0.444, 0.319, 0.195], [-0.302, 0.100, -0.350], [-0.255, 0.311, 0.390], [-0.021, -0.159, -0.032], [-0.420, -0.026, -0.668], [0.617, 0.165, 0.169], [-0.387, 0.050, 0.432], [0.303, -0.051, -0.117], [-0.255, 0.323, -0.035], [-0.148, -0.493, -0.733], [0.198, 0.182, -1.334], [0.396, -0.666, 2.727], [-0.230, -0.180, -0.112], [0.282, 0.299, -0.343], [-0.334, 0.289, 0.456], [-0.023, -0.119, -0.204], [-0.650, 0.336, -1.127], [0.455, -0.243, 0.156], [0.569, -0.424, 2.076], [-0.081, -0.658, -1.653], [0.770, -1.098, 0.574], [-0.233, 0.857, -0.046], [-0.109, 1.173, -0.516], [0.447, -0.283, 0.079], [-0.636, 0.727, 0.932], [-0.216, 0.093, -0.172], [-0.367, 0.281, -0.610], [-0.087, -0.322, -0.626], [0.170, -0.157, -0.520], [-1.067, -1.956, -1.820], [1.674, 1.391, -0.583], [-0.121, -0.046, -0.047], [-0.274, 0.021, 0.435], [0.527, 0.776, 0.934], [0.082, 0.523, 0.772], [-0.297, 0.330, 0.824], [-0.351, -0.632, 0.024], [0.032, 0.237, 0.038], [-1.002, 0.277, 0.165], [0.224, -0.071, -0.198], [0.011, -0.860, 0.092], [0.603, 0.347, -0.053], [0.427, 0.074, 0.099], [-0.185, 0.083, -0.372], [0.067, -0.092, 0.970], [-0.788, -0.048, -0.282], [0.076, -0.010, -0.096], [0.433, 0.102, -0.021], [-0.485, 1.464, -1.006], [1.171, -1.485, -1.287], [-0.705, -0.340, 1.036], [0.855, -0.856, 0.204], [-0.236, -0.264, 0.914], [-0.488, -0.343, 0.271], [-0.228, 0.469, -0.078], [-0.677, 0.016, -0.175], [0.858, 0.737, 0.015], [-0.334, 0.433, -0.273], [1.269, -1.350, 0.227], [0.786, 0.397, -0.204], [-2.015, -1.262, -0.370], [0.644, 1.413, 1.012], [-0.162, 0.690, -0.243], [-0.220, 0.349, 0.236], [-0.415, -0.117, -0.261], [-0.245, 0.068, -0.356], [0.354, -0.056, 0.463], [-0.024, -0.217, -0.196], [0.220, 0.811, -0.810], [-1.044, -0.600, 1.144], [0.251, -0.137, -0.608], [-0.055, 0.716, -0.640], [-0.005, -0.146, -0.019], [0.009, -0.046, 0.374], [-0.486, 0.079, -0.131], [0.604, -0.001, 0.305], [0.098, -0.164, -0.303], [0.174, -0.368, 0.536], [-0.263, -0.386, -0.277], [0.376, 1.250, 1.600], [1.202, -0.220, -1.460], [-0.645, 0.509, 1.893], [-0.011, -0.038, -0.295], [-0.727, -1.090, -0.400], [-0.211, -0.593, -0.116], [0.303, 0.475, -0.162], [0.060, 0.076, -0.881], [-0.099, 0.021, 0.151]],
  "homo_lumo_gap_ha": 0.3418,
  "charge": 0,
  "smiles": "COC[C@H](C)N.COC[C@H](C)N.OCCO.OCCO.OCCO.OCCO.OCCO.OCCO.OCCO.OCCO",
  "e_homo_ev": -8.96,
  "fmax_ev_per_a": 3.98,
  "relative_energy_kj_mol": 366.44,
  "energy_ha": -2419.9690
}



Question: The highest charge belongs to which entry?
Answer: C3H10N2O